# 1
Computed, not measured: a cluster of 9 separate species, C4H24ClO8 in total at a distorted geometry, with ωB97M-V/def2-TZVPD.

Summary:
Largest force on an atom (eV/A): 2.13
HOMO level (eV): -5.344
Gap between HOMO and LUMO (eV): 8.0
ΔE to the lowest compared entry with this formula, charge and spin (kcal per mole): 40.3
Net charge: -1

Each line ends with the natural charge from an NBO analysis.
Geometry (Å):
Cl -1.77 0.28 -0.59  -0.99
O 1.57 2.59 -2.89  -0.95
H 1.98 1.97 -3.50  0.46
H 0.91 2.07 -2.43  0.49
O -1.43 -2.49 2.85  -0.95
H -1.31 -1.90 2.11  0.49
H -0.54 -2.76 3.08  0.46
O -4.40 1.87 -4.21  -0.95
H -4.20 2.80 -4.33  0.46
H -3.71 1.55 -3.63  0.49
O -4.73 3.39 -0.28  -0.95
H -4.02 2.75 -0.30  0.49
H -4.50 4.02 -0.97  0.46
O -1.00 -2.73 -3.48  -0.95
H -1.24 -2.09 -2.81  0.49
H -1.15 -3.58 -3.07  0.46
O -5.25 -2.22 -1.01  -0.96
H -5.77 -1.49 -1.37  0.47
H -4.53 -1.79 -0.54  0.49
C 3.43 2.52 1.93  -0.64
C 1.88 2.34 2.08  -0.07
O 1.39 3.19 3.08  -0.72
H 3.67 3.56 1.70  0.21
H 3.72 1.89 1.08  0.21
H 4.02 2.08 2.74  0.19
H 1.45 1.37 2.35  0.17
H 1.39 2.57 1.13  0.19
H 1.44 2.70 3.91  0.46
C 3.00 -2.79 1.61  -0.63
C 2.24 -3.06 0.34  -0.07
O 2.39 -1.89 -0.44  -0.73
H 2.88 -3.54 2.39  0.19
H 2.70 -1.91 2.19  0.21
H 4.07 -2.71 1.42  0.21
H 1.21 -3.34 0.57  0.17
H 2.66 -3.82 -0.33  0.17
H 1.57 -1.40 -0.38  0.49

***

# 2
Computed, not measured: a cluster of 15 separate species, C13H53ClF5N5O17P in total at a distorted geometry, with ωB97M-V/def2-TZVPD.

Summary:
Largest force on an atom (eV/A): 1.50
HOMO level (eV): -10.739
Gap between HOMO and LUMO (eV): 7.0
Net charge: +1

Each line ends with the Löwdin charge.
Geometry (Å):
C 4.70 -1.79 1.01  0.00
C 4.00 -0.46 1.22  -0.49
O 3.27 -0.30 2.18  0.07
N 4.22 0.61 0.31  -0.12
C 5.53 1.26 0.56  -0.03
C 4.00 0.22 -1.09  -0.15
C 2.58 0.67 -1.51  -0.14
C 1.64 -0.53 -1.79  -0.17
C 0.43 -0.36 -0.90  -0.18
N -0.40 -1.60 -0.75  -0.07
C -1.66 -1.39 -0.20  -0.42
N -2.78 -1.52 -1.00  0.09
C -3.13 -0.24 -1.70  -0.16
C -3.62 0.87 -0.77  -0.15
C -2.57 1.94 -0.51  -0.06
C -2.95 2.92 0.60  -0.42
F -4.19 2.68 1.09  0.12
F -2.96 4.19 0.11  0.12
C -1.98 2.92 1.81  -0.48
F -2.30 1.92 2.68  0.13
F -0.69 2.77 1.42  0.14
F -2.08 4.10 2.48  0.15
N -1.89 -1.06 1.02  -0.24
Cl -0.67 -0.83 2.15  0.91
P 0.38 -2.99 -0.16  0.45
N -0.59 -3.83 0.72  -0.12
O 0.93 -3.73 -1.45  -0.08
O 1.68 -2.54 0.61  -0.12
H 4.59 -2.36 1.91  0.09
H 4.20 -2.34 0.22  0.06
H 5.74 -1.64 0.78  0.09
H 6.01 0.84 1.44  0.09
H 6.22 1.15 -0.27  0.06
H 5.37 2.32 0.79  0.05
H 4.14 -0.84 -1.25  0.11
H 4.72 0.73 -1.73  0.11
H 2.65 1.28 -2.39  0.10
H 2.18 1.23 -0.68  0.09
H 2.17 -1.45 -1.60  0.08
H 1.34 -0.53 -2.83  0.10
H 0.73 0.07 0.05  0.09
H -0.20 0.38 -1.38  0.11
H -2.47 -2.15 -1.74  0.11
H -3.95 -0.48 -2.36  0.10
H -2.33 0.14 -2.33  0.12
H -4.06 0.47 0.13  0.11
H -4.44 1.36 -1.28  0.13
H -2.44 2.53 -1.41  0.14
H -1.59 1.52 -0.28  0.09
H -2.85 -0.96 1.34  0.14
H -0.74 -4.74 0.30  0.03
H 1.45 -4.47 -1.12  0.10
H 1.52 -2.40 1.55  0.07
O -3.06 -1.45 -4.50  -0.04
H -2.50 -2.18 -4.78  0.05
H -3.86 -1.55 -5.02  0.05
O 1.29 3.33 -1.66  -0.05
H 1.19 4.00 -2.34  0.05
H 1.02 3.77 -0.85  0.04
O -6.07 -1.20 -0.83  -0.03
H -6.35 -1.64 -1.65  0.06
H -5.16 -1.47 -0.71  0.01
O 2.22 -2.35 -4.30  -0.05
H 2.30 -3.23 -3.93  0.03
H 1.84 -2.49 -5.17  0.04
O 5.26 4.35 1.47  -0.05
H 4.79 5.12 1.13  0.04
H 5.02 4.31 2.40  0.04
O 7.28 1.04 -2.28  -0.06
H 7.21 0.44 -3.03  0.04
H 8.19 1.36 -2.32  0.02
O 1.07 -2.24 5.02  -0.05
H 0.30 -1.98 4.49  -0.02
H 1.63 -1.46 5.04  0.04
O -1.86 5.42 5.20  -0.04
H -2.13 5.06 4.35  0.01
H -0.94 5.14 5.30  0.05
O -7.67 -3.90 -0.02  -0.06
H -8.49 -3.77 -0.51  0.00
H -7.20 -3.07 -0.12  -0.01
O -2.96 -4.28 -1.71  -0.06
H -3.23 -5.20 -1.62  0.06
H -3.13 -3.91 -0.84  0.02
O -2.81 -3.41 2.39  -0.10
H -1.93 -3.63 2.01  -0.04
H -2.71 -3.52 3.34  0.04
O -9.85 -2.92 -2.18  -0.05
H -10.67 -2.53 -1.87  0.05
H -9.88 -2.82 -3.13  0.04
O -2.18 7.57 7.55  -0.06
H -2.34 6.97 6.82  0.00
H -1.31 7.95 7.36  0.03
O 10.14 2.18 -1.19  -0.05
H 9.64 2.38 -0.39  0.04
H 11.06 2.30 -0.93  0.04

***

# 3
Computed, not measured: a cluster of 11 separate species, H23O11 in total at a distorted geometry, with ωB97M-V/def2-TZVPD.

Summary:
Largest force on an atom (eV/A): 7.05
HOMO level (eV): -13.825
Gap between HOMO and LUMO (eV): 10.8
ΔE to the lowest compared entry with this formula, charge and spin (kcal per mole): 139.8
Net charge: +1

Each line ends with the natural charge from an NBO analysis.
Geometry (Å):
O -0.27 -2.02 1.82  -0.98
H 0.44 -3.59 -0.14  0.53
H 1.99 -2.81 0.19  0.57
O -2.66 1.95 1.03  -0.92
H -0.13 -1.11 1.93  0.50
H 0.66 -2.06 0.08  0.57
O -0.77 -4.41 -0.30  -0.85
H -0.30 1.05 -0.09  0.49
H 3.38 2.45 0.91  0.48
O -0.93 2.52 -2.55  -0.96
H -1.71 2.75 -3.16  0.48
H 2.26 -1.49 2.11  0.48
O -3.56 -1.56 -0.63  -0.93
H 4.28 1.45 0.30  0.48
H -2.02 2.16 0.47  0.45
O 0.37 -0.74 -2.61  -0.95
H 0.61 -0.36 -3.49  0.48
H -0.13 -2.45 2.69  0.50
O 1.13 -2.81 -0.43  -0.85
H -1.41 -3.83 0.12  0.50
O 1.99 -1.17 1.35  -0.99
H -1.01 -3.85 -1.02  0.48
H -2.82 2.74 1.55  0.47
O 0.31 4.21 2.01  -0.92
H 1.78 -0.33 1.15  0.52
H -0.60 4.33 2.02  0.46
O 0.45 1.19 0.57  -0.99
H 0.45 4.98 1.44  0.46
H 1.10 1.83 0.18  0.51
O 3.37 1.57 0.43  -0.96
H -0.13 2.79 -3.10  0.48
H 1.19 -1.01 -2.25  0.47
H -4.25 -0.92 -1.06  0.48
H -3.07 -1.42 -1.54  0.45